1.
ORCA calculation (the ωB97M-V functional and the def2-TZVPD basis) on the ion C5H9N3 with charge +2 at a distorted geometry.

Last column: Löwdin charge in e.
Element x y z (Å)
1 N 0.232 1.481 -0.523  0.149
2 H -2.418 -0.132 0.882  0.201
3 N -0.349 -0.655 0.280  -0.073
4 C 2.969 -0.291 -1.317  0.490
5 H 0.798 2.319 -0.901  0.249
6 H -0.101 -2.407 -0.707  0.132
7 N 1.902 -0.103 -0.949  0.297
8 C -0.330 -2.057 0.354  -0.024
9 H 3.959 -0.401 -1.533  0.145
10 C -1.287 0.285 0.827  -0.133
11 H -1.031 2.436 0.893  0.141
12 H -1.263 0.294 1.960  0.155
13 H 0.451 -2.392 1.136  0.148
14 H -1.814 1.868 -0.638  0.167
15 C 0.727 0.298 -0.453  -0.112
16 H -1.391 -2.201 0.531  0.113
17 C -1.053 1.656 0.158  -0.045

As for the charge: +2. Its calculated total energy is -359.353014 Eh. As for the energy above the lowest of the compared OMol25 structures with the same formula, charge and spin: 3.9795 eV. The multiplicity is 1. The HOMO-LUMO gap (spin up / spin down) is 6.38 / 6.37 eV.

=====

2.
ORCA calculation (the ωB97M-V functional and the def2-TZVPD basis) on an isolated molecule of C5H9N3O.

Last column: Löwdin charge in e.
Element x y z (Å)
1 C -0.634 -0.172 1.333  -0.079
2 H -1.479 -1.691 -1.650  0.081
3 N 0.789 0.584 1.271  -0.176
4 H 2.449 -0.461 1.434  0.086
5 O -1.292 0.932 -2.100  0.073
6 C 0.509 1.751 -0.660  -0.121
7 N 0.489 1.731 0.712  0.005
8 H 2.233 0.090 -0.105  0.064
9 N 1.765 -0.311 0.701  0.070
10 C -1.081 -1.722 -0.636  -0.046
11 H 1.346 1.326 -1.228  0.098
12 H -0.092 -2.199 -0.667  0.084
13 H -1.228 0.526 1.916  0.108
14 H 0.226 2.718 -1.064  0.110
15 H -0.497 -1.115 1.859  0.113
16 C -0.795 0.691 -1.025  -0.326
17 C -0.979 -0.332 -0.072  -0.223
18 H -1.729 -2.347 -0.020  0.078

As for the charge: 0. Its calculated total energy is -435.253540 Eh. As for the energy above the lowest of the compared OMol25 structures with the same formula, charge and spin: 5.5560 eV. The multiplicity is 1. The HOMO-LUMO gap (spin up / spin down) is 7.26 / 7.48 eV.

=====

3.
ORCA calculation (the ωB97M-V functional and the def2-TZVPD basis) on a cluster of 2 separate species, C5H9N3O in total at a distorted geometry.

Last column: Löwdin charge in e.
Element x y z (Å)
1 H 2.076 -1.127 -3.164  0.103
2 C 1.447 -0.654 -2.429  -0.198
3 C 0.098 0.581 -1.335  -0.425
4 H 1.103 0.309 2.614  0.054
5 H 2.302 -1.443 -0.643  0.096
6 C -1.346 0.123 1.685  -0.107
7 H -1.697 1.565 -0.627  0.055
8 H -1.148 1.772 -2.247  0.061
9 N 0.594 0.308 -2.584  0.081
10 H -1.222 1.278 1.613  0.128
11 H -2.146 -0.129 2.356  0.076
12 H -0.463 -1.800 1.910  0.092
13 C -0.267 -0.801 2.070  -0.144
14 C 0.820 -0.149 -0.405  -0.058
15 N 1.702 -0.835 -1.064  0.013
16 H -1.650 -0.002 0.687  0.031
17 O 0.767 -0.484 2.881  0.058
18 N -0.969 1.487 -1.317  0.085

As for the charge: 0. Its calculated total energy is -435.242178 Eh. As for the energy above the lowest of the compared OMol25 structures with the same formula, charge and spin: 5.8652 eV. The multiplicity is 1. The HOMO-LUMO gap (spin up / spin down) is 7.39 / 5.99 eV.

=====

4.
ORCA calculation (the ωB97M-V functional and the def2-TZVPD basis) on a structure of composition C5H9N3O at a distorted geometry.

Last column: Löwdin charge in e.
Element x y z (Å)
1 H -2.360 -0.209 -0.957  0.087
2 H 1.703 -0.837 -1.411  0.074
3 C 0.659 -0.904 -1.677  0.078
4 H 1.270 1.374 -0.932  0.021
5 N 0.310 -1.151 0.927  0.230
6 H 1.333 2.615 2.402  0.104
7 H 0.464 -1.269 -2.679  0.084
8 C 0.795 1.330 0.952  -0.427
9 N 0.880 1.728 2.239  0.130
10 O -1.435 0.362 1.278  0.009
11 H -2.169 -1.863 -0.436  0.098
12 H -1.865 -1.455 -2.134  0.086
13 C -0.326 0.055 0.819  -0.602
14 N 1.455 1.771 -0.012  0.111
15 H 1.300 -1.083 0.696  0.090
16 H 0.088 1.491 2.820  0.099
17 C -1.767 -1.108 -1.109  -0.045
18 C -0.333 -0.844 -0.784  -0.228

As for the charge: 0. Its calculated total energy is -435.293146 Eh. As for the energy above the lowest of the compared OMol25 structures with the same formula, charge and spin: 4.4783 eV. The multiplicity is 1. The HOMO-LUMO gap is 7.78 eV.

=====

5.
ORCA calculation (the ωB97M-V functional and the def2-TZVPD basis) on a cluster of 2 separate species, C5H9N3O4 in total at a distorted geometry.

Last column: Löwdin charge in e.
Element x y z (Å)
1 H 0.370 0.625 0.649  0.098
2 N 1.486 -0.140 -0.924  -0.038
3 O 0.747 -2.113 -0.107  -0.021
4 C -0.358 -2.970 0.157  -0.048
5 N -2.249 2.614 0.603  0.123
6 O -2.007 0.948 2.190  0.095
7 H 0.285 2.538 -1.375  0.130
8 H -1.066 -2.478 0.846  0.101
9 O -1.487 3.046 -0.479  -0.036
10 H 3.387 -0.483 -1.416  0.097
11 H 3.166 0.178 0.103  0.090
12 H -0.888 -3.223 -0.773  0.100
13 H 1.258 0.760 -1.313  0.116
14 H 0.063 -3.875 0.608  0.095
15 C 0.408 -0.946 -0.672  -0.608
16 O -0.728 -0.609 -0.937  0.079
17 C -1.573 1.622 1.116  -0.403
18 H -2.854 1.335 2.456  0.121
19 C -0.388 2.285 -0.563  -0.117
20 C -0.360 1.357 0.415  -0.019
21 N 2.787 -0.469 -0.584  0.047

As for the charge: 0. Its calculated total energy is -661.054594 Eh. As for the energy above the lowest of the compared OMol25 structures with the same formula, charge and spin: 1.3853 eV. The multiplicity is 1. The HOMO-LUMO gap is 9.90 eV.

=====

6.
ORCA calculation (the ωB97M-V functional and the def2-TZVPD basis) on the ion C5H9N5 with charge +2 at a distorted geometry.

Last column: Löwdin charge in e.
Element x y z (Å)
1 H 2.848 -1.802 1.001  0.148
2 N -1.175 0.390 -0.141  0.061
3 H -0.085 0.714 1.867  0.167
4 H -0.913 0.979 -2.165  0.148
5 N 0.882 1.510 0.427  0.131
6 N 2.337 -0.984 1.167  0.329
7 H -2.519 -1.140 -0.786  0.222
8 C -0.810 1.371 -1.183  -0.021
9 C -0.661 -1.981 -0.228  -0.035
10 C 0.477 1.987 -0.654  0.018
11 N 0.464 -1.925 0.374  0.179
12 C 0.309 0.438 0.938  -0.049
13 H -1.938 0.632 0.392  0.155
14 H -1.599 2.019 -1.351  0.129
15 H -1.011 -2.869 -0.523  0.126
16 N -1.538 -0.962 -0.443  0.127
17 H 1.009 2.806 -1.301  0.203
18 H 2.840 -0.351 1.771  0.171
19 C 1.082 -0.832 0.838  -0.209

As for the charge: +2. Its calculated total energy is -468.949399 Eh. As for the energy above the lowest of the compared OMol25 structures with the same formula, charge and spin: 2.3583 eV. The multiplicity is 1. The HOMO-LUMO gap is 9.76 eV.

=====

7.
ORCA calculation (the ωB97M-V functional and the def2-TZVPD basis) on a cluster of 2 separate species, C5H9N5O2 in total at a distorted geometry.

Last column: Löwdin charge in e.
Element x y z (Å)
1 O 1.072 -0.703 1.115  -0.164
2 N -2.367 -0.584 0.052  -0.165
3 H -1.793 -2.493 -0.102  0.105
4 C -1.222 0.104 -0.069  -0.179
5 H 1.610 -0.516 -1.909  0.132
6 H 1.337 1.355 1.497  0.114
7 N -2.751 1.535 0.073  -0.022
8 H -3.574 -2.166 -0.719  0.130
9 C 1.269 0.149 -1.061  -0.084
10 H 2.470 2.642 -0.502  0.178
11 N -3.297 0.362 0.049  0.011
12 H 2.659 0.230 2.021  0.138
13 H -3.208 -2.128 0.987  0.056
14 H 0.614 0.891 -1.365  0.061
15 O 3.043 1.773 -0.550  -0.040
16 N -1.384 1.381 0.020  0.032
17 C -2.750 -1.945 0.079  -0.024
18 C 1.873 0.444 1.251  -0.096
19 N 0.528 -0.858 -0.125  0.048
20 H 3.333 -0.043 -0.503  0.126
21 C 2.537 0.570 -0.238  -0.359

As for the charge: 0. Its calculated total energy is -619.950965 Eh. As for the energy above the lowest of the compared OMol25 structures with the same formula, charge and spin: 6.0022 eV. The multiplicity is 1. The HOMO-LUMO gap is 10.11 eV.

=====

8.
ORCA calculation (the ωB97M-V functional and the def2-TZVPD basis) on the ion C5H9NO with charge -1 at a distorted geometry.

Last column: Mulliken spin population.
Element x y z (Å)
1 H -1.758 -0.809 -2.038  -0.062
2 N -0.801 -0.555 -1.954  0.019
3 H -1.643 -0.797 0.637  -0.312
4 H -0.167 1.915 0.034  -0.018
5 C -0.583 -0.704 0.586  0.088
6 O 1.228 2.374 1.347  0.005
7 C -0.371 0.344 1.633  -0.001
8 H -0.023 -1.559 0.821  0.163
9 C 1.370 -0.588 -0.937  -0.065
10 H -0.513 -0.189 -2.891  -0.053
11 H 2.054 -0.885 -0.083  -0.078
12 H 0.376 0.142 2.335  -0.063
13 H -1.240 0.499 2.306  0.106
14 C 0.262 1.670 0.989  0.797
15 C 0.038 -0.465 -0.848  0.530
16 H 1.771 -0.393 -1.937  -0.056

As for the charge: -1. Its calculated total energy is -325.778068 Eh. As for the energy above the lowest of the compared OMol25 structures with the same formula, charge and spin: 2.3249 eV. The multiplicity is 2. The HOMO-LUMO gap (spin up / spin down) is 2.98 / 7.26 eV.

=====

9.
ORCA calculation (the ωB97M-V functional and the def2-TZVPD basis) on a structure of composition C5H9NO at a distorted geometry.

Last column: Löwdin charge in e.
Element x y z (Å)
1 C -0.510 -1.052 -0.293  -0.286
2 H -0.892 -0.010 1.714  0.106
3 H 0.449 1.501 1.183  0.134
4 H 1.554 0.343 -1.282  0.092
5 C 0.975 -1.139 -0.011  -0.161
6 C -1.257 -0.142 0.685  -0.067
7 H -2.339 -0.550 0.744  0.142
8 O -0.780 -0.089 -1.386  -0.050
9 C -0.875 0.868 -0.399  -0.327
10 H -1.493 1.662 -0.676  0.124
11 H 1.065 2.206 -0.260  0.097
12 H 1.648 -2.048 -0.352  0.156
13 H -0.705 -2.063 -0.519  0.125
14 H 0.913 -0.944 1.092  0.114
15 C 0.606 1.268 0.032  -0.151
16 N 1.641 0.190 -0.271  -0.048

As for the charge: 0. Its calculated total energy is -325.794986 Eh. As for the energy above the lowest of the compared OMol25 structures with the same formula, charge and spin: 3.8795 eV. The multiplicity is 1. The HOMO-LUMO gap is 9.97 eV.

=====

10.
ORCA calculation (the ωB97M-V functional and the def2-TZVPD basis) on a cluster of 2 separate species, C5H9NO in total at a distorted geometry.

Last column: Löwdin charge in e.
Element x y z (Å)
1 C 1.746 -1.772 -0.095  -0.120
2 H 0.637 2.465 1.034  0.061
3 O -1.216 -1.794 -0.106  0.023
4 H 0.459 2.250 -0.693  0.081
5 H -1.748 0.746 -0.384  0.040
6 H 2.419 -2.143 -0.835  0.055
7 H 1.939 2.728 0.097  0.067
8 H -3.358 0.280 -0.835  0.079
9 H 2.146 -2.032 0.948  0.105
10 H 0.760 -2.312 -0.226  0.063
11 C 1.480 -0.378 -0.290  -0.186
12 C 1.127 2.008 0.180  -0.146
13 C -2.302 -1.265 -0.114  -0.140
14 C -2.601 0.236 -0.037  -0.048
15 H -2.944 0.364 0.964  0.072
16 N 1.455 0.616 0.393  -0.004

As for the charge: 0. Its calculated total energy is -325.736275 Eh. As for the energy above the lowest of the compared OMol25 structures with the same formula, charge and spin: 5.4771 eV. The multiplicity is 1. The HOMO-LUMO gap (spin up / spin down) is 8.64 / 6.44 eV.

=====

11.
ORCA calculation (the ωB97M-V functional and the def2-TZVPD basis) on a cluster of 2 separate species, C5H9NO in total.

Last column: Löwdin charge in e.
Element x y z (Å)
1 C -0.856 0.877 -0.614  -0.134
2 H -1.107 0.742 1.516  0.111
3 C -1.197 0.107 0.626  -0.123
4 N -0.415 -1.760 1.944  0.152
5 H -1.430 1.778 -0.819  0.108
6 H 0.848 2.289 1.066  0.043
7 C -0.351 -1.128 0.850  -0.446
8 C 0.978 -0.687 -1.115  -0.176
9 H 0.419 1.105 -2.280  0.109
10 O 0.388 -1.599 -0.194  -0.027
11 H 1.958 -0.379 -0.720  0.124
12 H 0.192 -2.581 1.904  0.063
13 H 1.171 -1.270 -2.020  0.126
14 H 1.469 2.129 0.684  0.048
15 H -2.247 -0.211 0.596  0.126
16 C 0.139 0.515 -1.411  -0.104

As for the charge: 0. Its calculated total energy is -325.846873 Eh. As for the energy above the lowest of the compared OMol25 structures with the same formula, charge and spin: 2.4676 eV. The multiplicity is 1. The HOMO-LUMO gap is 10.73 eV.

=====

12.
ORCA calculation (the ωB97M-V functional and the def2-TZVPD basis) on a cluster of 2 separate species, C5H9NO in total.

Last column: Löwdin charge in e.
Element x y z (Å)
1 H -0.247 -1.873 -0.034  0.143
2 H 1.713 0.845 -2.126  0.072
3 H 0.101 -0.059 -2.543  0.075
4 C 0.841 0.275 -1.829  0.007
5 H -2.610 1.420 1.420  0.085
6 H 1.567 0.358 1.412  0.106
7 H 2.347 -1.461 -1.354  0.058
8 H 2.395 -1.464 -0.594  0.049
9 O -2.445 -1.045 0.895  0.082
10 C 1.119 -0.240 0.636  -0.064
11 C -1.576 1.167 1.181  -0.012
12 C -1.512 -0.283 0.760  -0.403
13 C -0.193 -0.822 0.267  -0.158
14 N 0.653 0.031 -0.566  -0.211
15 H -0.957 1.317 2.073  0.088
16 H -1.193 1.835 0.402  0.083

As for the charge: 0. Its calculated total energy is -325.731870 Eh. As for the energy above the lowest of the compared OMol25 structures with the same formula, charge and spin: 5.5970 eV. The multiplicity is 1. The HOMO-LUMO gap (spin up / spin down) is 8.60 / 8.60 eV.